122
Properties=species:S:1:pos:R:3:lowdin_charge:R:1 method="wB97M-V/def2-TZVPD" orbital_gap_ev=6.109 de_lowest_ev=0.000 charge=+1 fmax_ha_per_bohr=0.0572
Nb 0.98 -1.44 -3.41 1.257
C -3.84 -4.88 -2.60 -0.054
C -3.96 -3.39 -2.33 -0.251
C -3.86 -2.41 -3.34 -0.030
C -4.04 -1.05 -3.10 -0.265
C -4.12 -0.14 -4.28 -0.060
C -4.15 -0.58 -1.75 -0.118
C -4.21 -1.54 -0.72 -0.237
C -4.65 -1.09 0.66 -0.032
C -4.11 -2.88 -1.02 -0.018
C -4.01 0.91 -1.46 -0.227
C -4.96 1.79 -1.90 -0.027
C -5.02 3.10 -1.41 -0.014
C -4.08 3.47 -0.45 -0.047
C -3.07 2.61 -0.08 -0.186
C -2.97 1.33 -0.63 -0.217
Ge -1.17 0.41 -0.71 0.208
S -0.96 -0.14 -2.97 0.275
S -0.62 -1.59 0.30 0.265
Ge 1.44 -0.66 0.33 0.211
S 2.46 -1.34 -1.64 0.242
S 0.64 1.50 0.01 0.299
C 2.67 -1.13 1.77 -0.226
C 4.02 -0.66 1.77 -0.203
C 5.03 -1.23 2.55 -0.028
C 4.78 -2.43 3.24 -0.028
C 3.50 -2.94 3.20 -0.030
C 2.42 -2.31 2.53 -0.201
C 1.12 -2.92 2.85 -0.158
C 0.88 -4.34 2.63 -0.185
C 1.88 -5.31 2.00 -0.046
C -0.33 -4.86 3.11 -0.014
C -1.30 -4.05 3.66 -0.278
C -2.72 -4.48 3.87 -0.041
C -0.98 -2.78 4.06 -0.036
C 0.22 -2.21 3.69 -0.212
C 0.31 -0.74 4.08 -0.026
C 4.42 0.58 0.98 -0.132
C 3.82 1.82 1.22 -0.252
C 3.04 2.07 2.50 -0.042
C 4.06 2.93 0.36 -0.003
C 4.99 2.88 -0.70 -0.247
C 5.32 3.99 -1.69 -0.040
C 5.77 1.73 -0.76 -0.021
C 5.52 0.58 0.03 -0.201
C 6.44 -0.57 -0.20 -0.056
C -2.29 3.12 1.19 -0.112
C -2.51 2.59 2.45 -0.210
C -3.57 1.52 2.69 -0.027
C -1.85 3.06 3.59 -0.005
C -0.98 4.14 3.49 -0.238
C -0.20 4.68 4.69 -0.039
C -0.82 4.76 2.24 -0.014
C -1.52 4.34 1.11 -0.231
C -1.31 5.15 -0.11 -0.043
H -4.89 -5.36 -2.64 0.117
H -3.27 -5.31 -1.75 0.080
H -3.32 -5.11 -3.52 0.063
H -3.81 -2.75 -4.35 0.111
H -4.21 -0.79 -5.20 0.104
H -3.26 0.50 -4.37 0.035
H -4.96 0.56 -4.19 0.076
H -4.99 -0.08 0.65 0.049
H -3.86 -1.21 1.47 0.092
H -5.51 -1.64 1.04 0.091
H -4.24 -3.59 -0.16 0.133
H -5.67 1.41 -2.59 0.104
H -5.88 3.76 -1.75 0.139
H -4.26 4.43 0.02 0.129
H 5.99 -0.72 2.51 0.128
H 5.58 -3.05 3.74 0.137
H 3.35 -3.91 3.69 0.125
H 2.40 -5.94 2.75 0.092
H 2.70 -4.74 1.52 0.077
H 1.38 -6.02 1.33 0.078
H -0.47 -5.95 3.15 0.132
H -2.80 -5.51 4.19 0.078
H -3.22 -4.52 2.89 0.081
H -3.35 -3.81 4.44 0.076
H -1.71 -2.25 4.72 0.136
H -0.05 -0.64 5.14 0.101
H -0.35 -0.14 3.46 0.062
H 1.29 -0.27 3.95 0.064
H 3.14 3.09 2.78 0.074
H 3.57 1.46 3.28 0.106
H 2.04 1.78 2.41 0.012
H 3.53 3.87 0.54 0.118
H 6.37 4.04 -1.93 0.073
H 5.06 4.96 -1.22 0.087
H 4.74 3.88 -2.59 0.070
H 6.67 1.63 -1.42 0.135
H 7.50 -0.40 0.08 0.104
H 6.34 -0.91 -1.27 0.102
H 6.09 -1.38 0.40 0.043
H -4.40 1.52 1.99 0.071
H -4.02 1.59 3.65 0.076
H -3.10 0.54 2.68 0.068
H -2.10 2.61 4.54 0.116
H -0.62 5.63 5.07 0.093
H 0.84 4.82 4.49 0.059
H -0.24 3.95 5.50 0.073
H -0.08 5.54 2.12 0.112
H -0.79 6.07 0.20 0.083
H -2.29 5.42 -0.58 0.086
H -0.72 4.59 -0.84 0.082
O 0.08 -3.44 -2.63 -0.208
H -0.60 -4.01 -3.06 0.095
H -0.17 -3.30 -1.67 0.023
F 1.19 -2.76 -4.71 -0.443
C 1.92 0.59 -6.91 -0.094
C 1.31 0.67 -5.51 -0.554
C 1.09 2.16 -5.14 -0.084
C 2.18 -0.04 -4.53 -0.362
H 1.55 1.26 -7.66 0.064
H 1.79 -0.38 -7.43 0.084
H 3.05 0.73 -6.96 0.105
H 0.29 0.22 -5.58 0.095
H 2.02 2.73 -5.23 0.091
H 0.73 2.31 -4.10 0.058
H 0.26 2.54 -5.75 0.087
H 2.51 0.72 -3.78 0.062
H 3.09 -0.57 -4.94 0.100


12
Properties=species:S:1:pos:R:3:lowdin_charge:R:1 method="wB97M-V/def2-TZVPD" orbital_gap_ev=9.771 de_lowest_ev=4.987 fmax_ha_per_bohr=0.0204
O 1.75 0.46 1.50 0.059
C 1.83 0.19 0.32 -0.247
C 0.66 -0.27 -0.53 -0.121
C -0.64 -0.29 0.25 -0.442
C -1.47 0.94 0.31 0.121
O -1.81 -0.64 -0.54 -0.054
H 2.80 0.27 -0.23 0.124
H 0.90 -1.27 -0.93 0.131
H 0.58 0.41 -1.39 0.128
H -0.62 -0.97 1.10 0.149
H -2.13 0.87 1.19 0.042
H -1.90 0.21 -1.11 0.111


So what do the calculations give for electronic energy? Going down the list: -7996.7244 -306.3230 hartree.